Density functional theory data (the ωB97M-V functional and the def2-TZVPD basis) for 3 unconnected molecules or ions with the total composition C20H44BrClN4O4PS.

```
76
Properties=species:S:1:pos:R:3:lowdin_charge:R:1
C -6.229 -1.014 -2.355 -0.090
C -5.662 0.070 -1.501 -0.233
N -5.196 -0.132 -0.068 -0.533
Br -6.277 -1.489 0.613 0.732
C -3.719 -0.399 0.040 -0.505
C -3.078 0.921 0.846 -0.165
C -3.327 2.343 0.073 -0.212
C -3.002 3.601 1.089 -0.234
C -1.411 3.966 1.239 -0.276
S -0.475 4.134 -0.374 0.500
O 0.945 4.797 -0.197 -0.440
O -0.168 2.678 -0.890 -0.411
Cl -1.636 5.090 -1.849 0.325
P -3.262 -1.903 1.182 0.691
N -3.632 -1.568 2.735 -0.377
C -2.950 -0.689 -1.384 -0.418
O -2.544 0.223 -2.270 -0.106
O -2.627 -2.117 -1.688 -0.287
H -7.295 -1.511 -2.216 0.043
H -5.588 -1.370 -3.297 0.084
H -5.611 1.177 -1.934 0.128
H -1.964 0.738 1.186 0.126
H -3.709 0.977 1.858 0.109
H -4.493 2.418 -0.165 0.114
H -2.773 2.462 -0.951 0.082
H -3.396 3.264 2.163 0.126
H -3.670 4.542 0.797 0.117
H -1.317 5.013 1.803 0.121
H -0.805 3.197 1.923 0.142
H -1.832 -2.063 1.089 0.016
H -3.857 -3.137 0.693 -0.007
H -4.289 -2.318 3.059 -0.062
C -0.938 -9.022 -2.292 -0.104
C -1.132 -7.518 -2.464 -0.275
N -0.966 -6.752 -1.227 -0.193
C -1.430 -5.364 -1.337 -0.246
C -0.686 -4.447 -2.303 -0.092
C 0.302 -6.931 -0.516 -0.255
C 1.588 -6.612 -1.272 -0.097
H -1.599 -9.421 -1.516 0.075
H -1.174 -9.536 -3.230 0.067
H 0.095 -9.274 -2.035 0.059
H -2.155 -7.373 -2.835 0.117
H -0.461 -7.162 -3.254 0.094
H -1.433 -4.901 -0.342 0.106
H -2.486 -5.384 -1.636 0.111
H 0.283 -4.143 -1.904 0.057
H -1.267 -3.529 -2.458 0.040
H -0.536 -4.907 -3.282 0.063
H 0.360 -7.972 -0.175 0.095
H 0.286 -6.347 0.413 0.114
H 1.590 -7.015 -2.288 0.065
H 2.441 -7.054 -0.747 0.066
H 1.770 -5.537 -1.323 0.055
C 4.768 3.973 3.842 -0.098
C 4.297 4.383 2.449 -0.266
N 4.674 5.746 2.071 -0.191
C 3.984 6.228 0.869 -0.251
C 4.273 5.511 -0.446 -0.094
C 6.102 6.068 2.139 -0.255
C 7.059 5.221 1.308 -0.094
H 4.421 4.681 4.602 0.076
H 4.367 2.986 4.094 0.072
H 5.859 3.905 3.900 0.061
H 3.201 4.309 2.453 0.119
H 4.657 3.646 1.722 0.099
H 4.183 7.299 0.739 0.109
H 2.903 6.168 1.054 0.096
H 5.254 5.779 -0.843 0.051
H 3.533 5.811 -1.198 0.071
H 4.217 4.425 -0.350 0.072
H 6.417 6.004 3.188 0.098
H 6.252 7.124 1.881 0.112
H 6.844 4.151 1.376 0.069
H 8.084 5.368 1.665 0.069
H 7.046 5.513 0.256 0.053
```

As for the charge: -1. For the frontier orbital gap, the calculation gives 5.955 eV. The largest force on an atom is 9.1 eV/A. The value obtained for the electronic energy is -138282.5003 eV. The value obtained for the lowest unoccupied orbital energy is 0.881 eV. As for the highest occupied orbital energy: -5.1 eV.



Density functional theory data (the ωB97M-V functional and the def2-TZVPD basis) for 3 unconnected molecules or ions with the total composition C20H44BrNO10P2.

```
78
Properties=species:S:1:pos:R:3:lowdin_charge:R:1
C -5.370 4.419 1.214 -0.104
C -4.347 3.425 0.623 -0.254
C -5.056 2.353 -0.211 -0.213
C -4.116 1.591 -1.165 -0.208
N -4.832 1.133 -2.366 0.017
C -4.632 1.931 -3.522 -0.362
O -5.690 1.519 -4.452 0.023
C -5.810 2.567 -5.324 -0.494
O -5.763 2.493 -6.511 0.159
C -5.992 3.763 -4.397 -0.114
C -4.862 3.462 -3.394 -0.581
Br -3.298 4.464 -4.028 0.722
H -5.345 5.370 0.685 0.067
H -5.225 4.565 2.282 0.064
H -6.376 4.015 1.093 0.065
H -3.602 3.937 0.013 0.100
H -3.850 2.915 1.449 0.101
H -5.533 1.627 0.450 0.115
H -5.840 2.801 -0.823 0.093
H -3.774 0.698 -0.641 0.116
H -3.224 2.177 -1.406 0.104
H -4.645 0.164 -2.573 0.121
H -3.723 1.774 -4.113 0.136
H -5.932 4.724 -4.887 0.105
H -6.920 3.557 -3.863 0.135
H -5.058 3.882 -2.418 0.071
C -0.307 -2.361 -4.239 -0.073
C -0.840 -2.147 -2.833 -0.269
O 0.126 -1.556 -1.958 -0.201
P 0.436 0.029 -2.082 0.498
O -0.880 0.696 -2.019 -0.214
O 1.064 0.323 -0.612 -0.235
C 0.637 1.393 0.226 -0.272
C -0.253 0.863 1.325 -0.059
O 1.843 0.008 -2.808 -0.182
C 2.871 -0.849 -2.253 -0.246
C 3.036 -2.145 -3.014 -0.066
H 0.127 -1.444 -4.643 0.076
H -1.109 -2.686 -4.901 0.081
H 0.473 -3.122 -4.250 0.068
H -1.741 -1.530 -2.859 0.102
H -1.113 -3.102 -2.385 0.120
H 0.154 2.178 -0.354 0.108
H 1.537 1.825 0.669 0.116
H -1.016 0.184 0.944 0.079
H -0.745 1.676 1.863 0.078
H 0.362 0.305 2.031 0.054
H 2.695 -1.031 -1.199 0.088
H 3.792 -0.272 -2.330 0.125
H 2.263 -2.863 -2.747 0.064
H 3.999 -2.593 -2.765 0.082
H 2.982 -1.981 -4.090 0.084
C 1.463 -2.407 2.264 -0.071
C 2.362 -3.431 2.934 -0.255
O 3.680 -2.923 3.206 -0.186
P 3.869 -1.847 4.374 0.427
O 3.108 -2.205 5.571 -0.207
O 5.427 -2.084 4.742 -0.213
C 5.855 -2.240 6.097 -0.276
C 6.054 -3.703 6.439 -0.072
O 4.050 -0.499 3.569 -0.179
C 5.063 -0.390 2.538 -0.236
C 4.539 -0.635 1.138 -0.073
H 1.452 -1.483 2.845 0.061
H 0.442 -2.781 2.190 0.086
H 1.808 -2.158 1.259 0.068
H 1.892 -3.772 3.859 0.111
H 2.512 -4.306 2.304 0.119
H 5.145 -1.776 6.780 0.106
H 6.798 -1.699 6.188 0.117
H 5.208 -4.300 6.100 0.077
H 6.171 -3.834 7.516 0.077
H 6.947 -4.092 5.949 0.074
H 5.896 -1.055 2.747 0.112
H 5.435 0.630 2.627 0.122
H 4.432 -1.705 0.957 0.073
H 5.248 -0.253 0.402 0.083
H 3.563 -0.176 0.976 0.068
```

As for the charge: 0. For the frontier orbital gap, the calculation gives 9.860 eV. The largest force on an atom is 5.5 eV/A. The value obtained for the electronic energy is -132042.6294 eV. The value obtained for the lowest unoccupied orbital energy is 0.469 eV. As for the highest occupied orbital energy: -9.4 eV. The structure (SMILES) is CCCCN[C@H]1OC(=O)C[C@@H]1Br.CCOP(=O)(OCC)OCC.CCOP(=O)(OCC)OCC.



Density functional theory data (the ωB97M-V functional and the def2-TZVPD basis) for 8 unconnected molecules or ions with the total composition C20H44F18N4O8P2.

```
96
Properties=species:S:1:pos:R:3:lowdin_charge:R:1
C -4.559 0.652 -3.985 0.028
C -3.613 1.001 -2.898 -0.421
O -3.825 0.935 -1.754 0.184
N -2.297 1.619 -3.402 0.118
H -2.175 1.236 -4.339 0.172
H -2.456 2.631 -3.399 0.195
C -1.132 1.201 -2.502 0.041
H -5.415 0.153 -3.540 0.107
H -4.126 0.040 -4.778 0.104
H -4.933 1.561 -4.467 0.113
H -0.267 1.742 -2.883 0.102
H -0.894 0.158 -2.695 0.088
H -1.472 1.356 -1.488 0.077
C 1.738 4.447 0.901 0.018
C 2.030 4.051 2.315 -0.410
O 2.916 4.393 2.984 0.226
N 0.950 3.174 2.953 0.091
H 0.867 2.229 2.545 0.102
H 1.289 3.017 3.928 0.128
C -0.357 3.914 2.856 0.010
H 2.444 5.193 0.551 0.108
H 0.768 4.897 0.677 0.089
H 1.640 3.476 0.400 0.074
H -0.969 3.594 3.695 0.101
H -0.790 3.568 1.926 0.074
H -0.194 4.984 2.868 0.103
C -3.652 0.468 1.206 0.009
C -3.519 0.229 2.678 -0.418
O -3.090 1.002 3.437 0.215
N -3.912 -1.140 3.153 0.102
H -4.217 -1.138 4.136 0.192
H -4.764 -1.515 2.722 0.185
C -2.796 -2.154 2.941 0.038
H -2.971 1.253 0.904 0.080
H -4.663 0.686 0.863 0.100
H -3.281 -0.425 0.700 0.064
H -2.473 -2.178 1.904 0.079
H -3.259 -3.110 3.176 0.099
H -1.911 -2.007 3.555 0.126
C 3.401 -4.643 -1.205 0.036
C 3.020 -3.246 -0.781 -0.400
O 3.753 -2.458 -0.279 0.180
N 1.561 -2.895 -0.826 0.097
H 0.957 -3.694 -0.545 0.118
H 1.567 -2.192 -0.077 0.109
C 1.164 -2.387 -2.160 0.001
H 4.475 -4.782 -1.163 0.093
H 3.030 -4.814 -2.216 0.091
H 2.906 -5.328 -0.513 0.099
H 0.179 -1.953 -2.013 0.062
H 1.064 -3.257 -2.807 0.101
H 1.873 -1.708 -2.622 0.102
C -1.158 -5.147 -0.182 -0.491
O -1.550 -3.787 -0.470 -0.116
O 0.092 -5.360 -0.592 -0.169
C -1.442 -5.306 1.310 -0.535
F -0.677 -4.453 2.034 0.128
F -2.746 -5.067 1.641 0.093
F -1.188 -6.554 1.737 0.147
C -1.997 -3.572 -1.771 -0.290
C -2.655 -2.200 -1.834 -0.077
H -2.885 -1.847 -2.840 0.068
H -3.527 -2.207 -1.176 0.079
H -2.018 -1.439 -1.363 0.040
H -2.784 -4.298 -2.006 0.122
H -1.239 -3.731 -2.539 0.107
H -1.836 -5.840 -0.711 0.149
C 3.431 4.273 -2.641 -0.508
O 4.014 2.891 -2.539 -0.103
O 4.455 5.041 -2.861 -0.157
C 2.320 4.199 -3.765 -0.519
F 1.243 4.937 -3.328 0.057
F 2.691 4.736 -4.924 0.145
F 1.853 2.944 -4.005 0.069
C 3.201 2.081 -1.734 -0.335
C 3.786 0.653 -1.736 -0.064
H 3.175 -0.111 -1.261 0.022
H 3.943 0.305 -2.761 0.074
H 4.770 0.816 -1.297 0.086
H 2.144 1.957 -2.017 0.081
H 3.203 2.512 -0.728 0.091
H 3.007 4.436 -1.631 0.105
P 0.445 0.195 0.975 0.200
F 0.736 0.153 -0.630 -0.156
F 1.289 -1.144 1.201 -0.116
F 1.774 1.077 1.101 -0.107
F 0.229 0.248 2.560 -0.119
F -0.516 1.507 0.712 -0.172
F -0.882 -0.737 0.778 -0.162
P 2.534 0.859 5.545 0.171
F 1.560 2.138 5.358 -0.182
F 2.667 0.850 3.903 -0.187
F 3.753 1.906 5.712 -0.153
F 3.571 -0.383 5.637 -0.160
F 2.326 0.811 7.141 -0.151
F 1.279 -0.175 5.358 -0.187
```

As for the charge: 0. For the frontier orbital gap, the calculation gives 3.477 eV. The largest force on an atom is 3.9 eV/A. The value obtained for the electronic energy is -111292.0425 eV. The value obtained for the lowest unoccupied orbital energy is -2.360 eV. As for the highest occupied orbital energy: -5.8 eV.